1) Here is an isolated molecule of C6H10OS from OMol25. Energies are from wB97M-V/def2-TZVPD.

The calculation puts the HOMO-LUMO gap at 0.3466 Eh. Its SMILES is C1CS[C@H]2C[C@@H]2CO1. As for the highest occupied orbital energy: -8.500 eV. For the lowest unoccupied orbital energy, the calculation gives 0.034 Ha.

Last column: Mulliken charge in e.
Positions of all 18 atoms, in Å:
S1 -1.496 0.862 0.194  -0.161
O1 0.657 -1.650 -0.077  -0.389
C1 1.079 0.623 -0.361  -0.268
C2 -0.903 -0.310 1.438  -0.529
C3 -0.228 -1.586 1.027  -0.410
C4 1.776 -0.720 -0.248  -0.599
C5 0.798 1.563 -1.528  -0.616
C6 -0.216 0.572 -0.990  0.084
H1 0.721 2.603 -1.158  0.267
H2 2.516 -0.771 0.647  0.263
H3 1.115 1.202 0.528  0.361
H4 0.334 -1.921 1.962  0.247
H5 -0.349 -0.281 -1.748  0.231
H6 2.329 -1.047 -1.115  0.282
H7 -1.914 -0.478 1.963  0.318
H8 -0.902 -2.351 0.744  0.324
H9 -0.341 0.285 2.181  0.343
H10 1.329 1.320 -2.525  0.251

=====

2) Here is an isolated molecule of C6H10OS from OMol25. Energies are from wB97M-V/def2-TZVPD.

The calculation puts the HOMO-LUMO gap at 0.3182 Eh. Its SMILES is CC(=S)[C@H](C)[C@@H]1CO1. As for the highest occupied orbital energy: -8.561 eV. For the lowest unoccupied orbital energy, the calculation gives 0.004 Ha.

Last column: Mulliken charge in e.
Positions of all 18 atoms, in Å:
S1 2.295 -0.550 0.610  -0.212
O1 -0.683 1.950 -0.143  -0.473
C1 -0.100 -1.664 -1.099  -1.642
C2 0.274 0.199 2.274  -1.208
C3 0.148 1.726 -1.269  -0.387
C4 -0.368 -0.578 -0.078  0.726
C5 -0.749 0.712 -0.826  -0.136
C6 0.748 -0.338 0.936  0.128
H1 -0.291 1.117 2.004  0.278
H2 -1.264 -0.841 0.504  0.220
H3 -0.354 -0.590 2.736  0.305
H4 1.187 1.568 -1.000  0.151
H5 0.106 -2.637 -0.648  0.410
H6 0.778 -1.481 -1.747  0.342
H7 -0.092 2.316 -2.132  0.311
H8 -0.977 -1.853 -1.709  0.431
H9 -1.730 0.588 -1.373  0.371
H10 1.072 0.359 2.961  0.385

=====

Which structure is most stable? 2), by 0.954 eV over the runner-up.

=====

1) Here is a structure of composition C6H10OS from OMol25. Energies are from wB97M-V/def2-TZVPD.

The calculation puts the HOMO-LUMO gap at 0.3526 Eh. As for the highest occupied orbital energy: -9.075 eV. For the lowest unoccupied orbital energy, the calculation gives 0.019 Ha.

Last column: Mulliken charge in e.
Positions of all 18 atoms, in Å:
S1 2.126 -1.074 0.570  -0.294
O1 -0.470 -0.710 2.067  -0.649
C1 0.637 0.215 -1.317  -0.901
C2 0.015 1.356 0.478  -0.458
C3 -1.523 -0.086 -0.192  -0.550
C4 0.703 -0.757 -0.093  -0.092
C5 -0.380 -0.142 0.867  0.294
C6 -0.535 0.939 -0.866  -0.282
H1 1.392 0.992 -1.769  0.304
H2 0.237 -0.320 -2.155  0.322
H3 1.071 1.755 0.635  0.266
H4 -1.683 -0.950 -0.747  0.333
H5 1.945 -2.209 1.225  0.147
H6 0.639 -1.334 1.969  0.239
H7 -2.549 0.387 0.323  0.248
H8 0.216 -1.586 -0.585  0.284
H9 -0.949 1.688 -1.507  0.491
H10 -0.893 1.837 1.095  0.298

=====

2) Here is an isolated molecule of C6H10OS from OMol25. Energies are from wB97M-V/def2-TZVPD.

The calculation puts the HOMO-LUMO gap at 0.3536 Eh. Its SMILES is C/C=C1/COC[C@H]1S. As for the highest occupied orbital energy: -8.906 eV. For the lowest unoccupied orbital energy, the calculation gives 0.026 Ha.

Last column: Mulliken charge in e.
Positions of all 18 atoms, in Å:
S1 0.476 2.310 -0.621  -0.201
O1 2.241 -0.711 -0.580  -0.345
C1 -0.085 -0.489 -0.267  0.106
C2 2.063 0.282 0.372  -0.636
C3 0.577 0.769 0.337  -0.036
C4 -1.372 -0.777 -0.360  -0.254
C5 -2.546 0.140 -0.038  -1.021
C6 1.066 -1.459 -0.488  -0.566
H1 -3.359 0.087 -0.861  0.299
H2 -1.638 -1.794 -0.672  0.357
H3 -2.121 1.156 0.006  0.272
H4 2.845 1.049 0.204  0.347
H5 2.148 -0.142 1.378  0.300
H6 1.090 -2.250 0.340  0.233
H7 0.497 3.122 0.446  0.148
H8 1.049 -2.036 -1.458  0.314
H9 0.143 0.926 1.377  0.402
H10 -3.075 -0.181 0.887  0.280

=====

3) Here is a cluster of 2 separate species, C6H10OS in total from OMol25. Energies are from wB97M-V/def2-TZVPD.

The calculation puts the HOMO-LUMO gap (alpha / beta) at 0.2561 / 0.2330 Eh. As for the highest occupied orbital energy (alpha / beta): -7.865 / -7.301 eV. For the lowest unoccupied orbital energy (alpha / beta), the calculation gives -0.033 / -0.035 Ha.

Last column: Mulliken charge in e.
Positions of all 18 atoms, in Å:
S1 -0.136 -1.453 0.627  -0.180
O1 0.781 1.643 0.960  -0.788
C1 0.995 -0.570 -0.320  0.924
C2 -2.034 0.529 0.832  -1.046
C3 2.427 -0.840 0.092  -1.451
C4 0.328 0.174 -1.347  -0.852
C5 -1.614 -0.685 -0.170  -0.109
C6 -1.030 0.034 -1.322  -0.203
H1 2.582 -0.854 1.134  0.399
H2 -2.410 1.295 0.134  0.358
H3 0.928 0.724 -2.102  0.342
H4 -2.338 -1.327 -0.501  0.564
H5 -1.242 0.896 1.484  0.323
H6 -2.789 0.103 1.559  0.324
H7 3.079 -0.097 -0.416  0.320
H8 -1.810 0.456 -1.975  0.450
H9 2.765 -1.793 -0.107  0.473
H10 1.519 1.768 1.439  0.152

=====

Which structure is most stable? 2), by 2.785 eV over the runner-up.

=====

1) Here is a cluster of 2 separate species, C3H10O3 in total from OMol25. Energies are from wB97M-V/def2-TZVPD.

The calculation puts the HOMO-LUMO gap at 0.3961 Eh. Its SMILES is OCCCO.O. As for the highest occupied orbital energy: -10.489 eV. For the lowest unoccupied orbital energy, the calculation gives 0.011 Ha.

Last column: Mulliken charge in e.
Positions of all 16 atoms, in Å:
O1 2.724 -1.737 -1.394  -0.513
O2 -2.748 1.305 3.714  -0.630
O3 -1.452 0.808 -0.911  -0.515
C1 0.764 -0.255 -1.400  -0.674
C2 -0.323 0.015 -0.382  -0.469
C3 1.780 -1.014 -0.533  -0.285
H1 2.537 -1.310 -2.234  0.322
H2 -1.848 1.218 -0.120  0.293
H3 0.342 -0.846 -2.217  0.396
H4 -0.750 -0.990 -0.128  0.255
H5 -3.269 2.095 3.889  0.325
H6 1.102 0.752 -1.733  0.316
H7 0.201 0.691 0.425  0.293
H8 -2.631 1.274 2.761  0.305
H9 2.226 -0.249 0.092  0.284
H10 1.346 -1.757 0.170  0.298

=====

2) Here is a cluster of 3 separate species, C3H10O3 in total from OMol25. Energies are from wB97M-V/def2-TZVPD.

The calculation puts the HOMO-LUMO gap at 0.3381 Eh. Its SMILES is C/C=C\O.O.O. As for the highest occupied orbital energy: -8.561 eV. For the lowest unoccupied orbital energy, the calculation gives 0.023 Ha.

Last column: Mulliken charge in e.
Positions of all 16 atoms, in Å:
O1 -0.638 1.488 0.390  -0.481
O2 4.619 -1.710 1.405  -0.635
O3 -3.099 1.286 1.862  -0.638
C1 -1.177 -0.676 -1.959  -0.953
C2 0.250 0.748 -0.345  -0.135
C3 0.045 -0.294 -1.185  -0.127
H1 -1.500 1.069 -0.002  0.312
H2 -1.440 -1.735 -1.930  0.280
H3 5.166 -1.599 2.167  0.317
H4 1.360 1.180 -0.420  0.227
H5 -3.421 1.405 2.781  0.308
H6 4.099 -0.893 1.323  0.317
H7 -2.082 -0.150 -1.712  0.334
H8 -2.109 1.312 1.974  0.354
H9 0.898 -0.985 -1.261  0.300
H10 -0.972 -0.447 -3.087  0.218

=====

Which structure is most stable? 1), by 0.522 eV over the runner-up.

=====

1) Here is a structure of composition CH7N6 from OMol25. Energies are from wB97M-V/def2-TZVPD.

The calculation puts the HOMO-LUMO gap at 0.3849 Eh. As for the highest occupied orbital energy: -14.303 eV. For the lowest unoccupied orbital energy, the calculation gives -0.141 Ha. Its total charge is +1.

Last column: Mulliken charge in e.
Positions of all 14 atoms, in Å:
N1 0.583 -1.268 1.067  -0.611
N2 -0.538 0.856 -0.158  0.357
N3 0.463 1.761 0.200  -0.317
N4 0.888 -0.584 -1.289  -0.347
N5 -1.322 1.466 0.837  -0.142
N6 -0.335 2.381 0.983  -0.284
C1 -0.303 -0.482 -0.429  -0.042
H1 0.323 -0.694 1.865  0.252
H2 0.909 0.122 -2.044  0.345
H3 -1.168 -1.078 -0.700  0.442
H4 0.140 -2.173 1.200  0.261
H5 1.688 -0.426 -0.642  0.458
H6 0.989 -1.534 -1.676  0.337
H7 -2.318 1.653 0.787  0.293

=====

2) Here is a cluster of 2 separate species, CH7N6 in total from OMol25. Energies are from wB97M-V/def2-TZVPD.

The calculation puts the HOMO-LUMO gap at 0.3579 Eh. As for the highest occupied orbital energy: -14.112 eV. For the lowest unoccupied orbital energy, the calculation gives -0.161 Ha. Its total charge is +1.

Last column: Mulliken charge in e.
Positions of all 14 atoms, in Å:
N1 0.846 -1.737 -0.455  -0.790
N2 0.971 1.467 -0.650  -0.392
N3 -2.263 0.732 0.103  -0.214
N4 -1.635 0.073 1.139  0.064
N5 -1.416 1.257 -0.667  -0.187
N6 -0.303 0.228 0.946  -0.016
C1 -0.154 0.984 -0.154  0.548
H1 0.478 -1.511 -1.444  0.272
H2 -2.054 -0.010 2.077  0.311
H3 0.965 2.103 -1.525  0.295
H4 1.877 1.058 -0.370  0.257
H5 0.369 -0.075 1.727  0.315
H6 1.942 -1.892 -0.577  0.275
H7 0.376 -2.677 -0.151  0.264

=====

Which structure is most stable? 2), by 3.257 eV over the runner-up.